Entry 1:
The following is a quantum chemistry calculation of an isolated molecule of C24H24N6O3 at a distorted geometry, from OMol25.

Structure (XYZ):
```
57
C24H24N6O3 | OMol25 | ωB97M-V/def2-TZVPD
C -0.77 2.45 -6.95
H -0.18 1.52 -7.29
O -1.04 2.07 -5.53
C -0.14 1.99 -4.73
C 1.08 2.00 -5.11
C 2.11 2.07 -4.08
C 1.68 1.94 -2.77
C 0.46 1.53 -2.51
C -0.47 1.71 -3.53
H -1.61 1.67 -3.22
H 0.31 1.46 -1.46
C 2.92 1.49 -1.75
N 2.63 0.07 -1.26
C 2.57 -0.30 0.05
N 2.13 0.24 1.06
C 1.84 -0.26 2.11
N 1.79 -1.72 2.11
C 2.27 -2.47 0.96
O 2.42 -3.87 1.18
C 2.64 -1.60 -0.13
N 2.98 -2.02 -1.51
N 3.21 -0.66 -2.07
H 1.88 -2.25 2.96
C 1.47 0.47 3.41
H 2.42 0.69 3.64
C 0.24 1.17 3.11
N -1.13 0.42 2.72
C -1.13 0.12 1.50
O -0.77 0.89 0.48
C -2.41 -0.77 1.27
C -1.93 -2.12 0.69
C -3.04 -3.10 0.34
C -4.32 -2.68 0.72
C -4.81 -1.46 1.15
C -3.76 -0.50 1.43
H -3.77 0.46 1.95
H -5.72 -1.38 1.35
H -5.11 -3.17 0.57
H -2.71 -3.94 0.00
H -0.86 -2.17 0.42
C -1.49 -0.24 3.99
H -2.23 -0.62 3.59
C -0.34 -1.29 4.21
C 0.87 -0.57 4.50
H 1.88 -1.36 4.68
H 0.78 -0.05 5.56
H -0.75 -1.87 5.27
H -0.38 -2.10 3.61
H -1.52 0.22 4.70
H 0.56 1.88 2.05
H 0.05 1.82 3.88
H 2.59 2.09 -0.74
H 3.83 1.65 -1.84
H 3.14 2.14 -4.18
H 1.52 2.41 -5.91
H -0.14 3.51 -7.01
H -1.76 2.39 -7.62
```

DFT total energy (eV): -40339.11860
LUMO energy (eV): 0.164
SMILES string: COc1ccc(Cn2nnc3c(=O)[nH]c([C@@H]4CCCN(C(=O)c5ccccc5)C4)nc32)cc1
Molecular weight (g mol⁻¹): 444.495

Here are the Mulliken charges for atoms 1 to 4, given in e: atom 1 (C): -0.72, atom 2 (H): 0.31, atom 3 (O): -0.43, atom 4 (C): 1.09

=====

Entry 2:
The following is a quantum chemistry calculation of an isolated molecule of C8H19NO3Si at a distorted geometry, from OMol25.

Structure (XYZ):
```
32
C8H19NO3Si | OMol25 | ωB97M-V/def2-TZVPD
O -1.21 3.30 -2.06
O 1.20 -0.97 -0.45
O -1.04 -1.25 1.25
N 0.17 1.28 0.34
C -0.09 2.41 -1.86
C 2.09 -0.11 0.20
C -1.85 -0.18 0.72
C 0.57 2.47 -0.47
C 1.22 0.70 1.12
C -1.25 1.25 0.99
C -1.13 -2.76 -1.11
C 0.84 -3.31 1.07
Si 0.04 -1.92 0.17
H -0.88 4.14 -1.74
H 0.69 2.68 -2.62
H -0.33 1.35 -2.07
H 2.82 -0.67 0.90
H 2.63 0.40 -0.59
H -2.00 -0.22 -0.40
H -2.85 -0.29 1.15
H 0.28 3.45 0.01
H 1.65 2.51 -0.64
H 1.79 1.52 1.63
H 0.76 -0.03 1.87
H -1.77 2.07 0.57
H -1.25 1.43 2.06
H -0.89 -3.77 -1.18
H -2.16 -2.57 -0.77
H -0.92 -2.33 -2.14
H 0.98 -2.83 2.08
H 0.03 -4.07 1.17
H 1.85 -3.67 0.82
```

DFT total energy (eV): -24115.07002
LUMO energy (eV): 0.886
SMILES string: C[Si]1(C)OCCN(CCO)CCO1
Molecular weight (g mol⁻¹): 205.330

Here are the Mulliken charges for atoms 1 to 4, given in e: atom 1 (O): -0.52, atom 2 (O): -0.35, atom 3 (O): -0.45, atom 4 (N): 0.55

=====

Look up the DFT total energy of the first one.
-40339.11860 eV

=====

Among the records above, which one has the lowest DFT total energy?
C24H24N6O3